Here is a cluster of 5 separate species, C26H57ClFO8P in total from the OMol25 dataset. Energies are from ωB97M-V with the def2-TZVPD basis set.

Structure (XYZ):
```
94
Properties=species:S:1:pos:R:3:forces:R:3:lowdin_charge:R:1
C -0.11278 -1.80105 4.73956 -0.2755 -0.2190 -0.0661 -0.076
C -0.05178 -1.52804 3.22408 0.1084 0.1420 0.0842 -0.412
C -0.99985 -0.38445 2.84798 0.2502 0.0462 -0.1311 -0.104
C 1.38238 -1.18129 2.77240 -0.4328 -0.1635 -0.1410 -0.235
C 2.34873 -2.35236 2.83123 -0.2046 -0.1485 0.6324 -0.240
P 4.22409 -2.14107 2.47939 0.0622 -0.2793 0.7160 0.689
F 4.29174 -3.81977 2.23319 -0.0139 -0.0023 0.0463 -0.346
C 3.96645 -2.01945 0.46366 0.2375 -0.5078 -0.9517 -0.220
C 2.63847 -2.00633 -0.12831 0.2287 0.2609 -0.0263 -0.352
O 2.04183 -2.97305 -0.58788 0.4027 -0.4637 -0.1160 -0.053
C 4.28311 -0.16510 2.68428 0.6118 0.5567 -0.0205 -0.291
C 3.83519 0.72587 1.61934 0.4623 -0.5193 0.6831 -0.756
O 2.84071 0.81799 1.01474 -0.8185 0.4094 -0.6761 0.005
Cl 5.15005 2.05248 1.15360 0.2256 0.1494 -0.1188 0.373
C 4.71499 -2.29123 4.38994 -0.2885 -0.4240 0.0349 -0.784
O 5.16692 -1.23979 4.91366 0.1321 -0.2460 0.2115 -0.163
O 4.52583 -3.40937 4.93806 0.1041 0.7181 -0.2248 -0.148
H 0.80887 -1.49369 5.23457 0.0098 -0.0073 0.0231 0.078
H -0.27343 -2.85955 4.95922 0.1711 0.0256 0.0099 0.069
H -0.95036 -1.26474 5.19948 0.0585 0.0403 0.0061 0.057
H -0.36677 -2.42538 2.67824 -0.0165 -0.0102 0.0174 0.125
H -2.03218 -0.57980 3.15331 -0.0179 -0.0081 0.0491 0.073
H -0.98391 -0.20893 1.76877 0.0622 0.0825 0.1980 0.032
H -0.66270 0.54381 3.32420 -0.0854 -0.0279 0.0760 0.075
H 1.71358 -0.37693 3.43591 0.0768 0.1546 -0.1204 0.106
H 1.29731 -0.78143 1.76063 0.1229 0.0986 0.0555 0.076
H 1.94721 -3.19272 2.25443 0.1586 0.1165 -0.2555 0.080
H 2.35880 -2.71835 3.86652 0.1049 -0.0766 -0.1060 0.070
H 5.63673 -2.08077 2.11952 -0.1232 0.0613 -0.1460 0.028
H 4.44143 -2.95048 0.13876 0.0229 0.0550 0.2234 0.065
H 4.58899 -1.19841 0.09368 -0.2370 0.2562 0.2721 0.067
H 2.11019 -1.04438 -0.13985 -0.0809 0.2467 -0.0196 0.082
H 3.76133 0.14172 3.59473 -0.2008 -0.2131 -0.0847 0.089
H 5.32650 0.03361 2.91094 -0.0987 -0.0499 -0.0392 0.049
C -0.94501 0.59180 -2.86029 -0.2319 0.1700 -0.0352 -0.071
C 0.06791 0.00369 -1.89543 0.1571 -0.0037 0.0586 -0.271
O -0.48462 -0.26886 -0.62147 -0.0226 0.2688 0.0374 -0.183
C -1.40032 -1.34259 -0.55613 -0.1174 -0.4151 -0.1263 -0.276
C -0.76546 -2.67551 -0.91058 -0.3051 0.0082 0.1584 -0.068
H -1.36550 1.48957 -2.40181 -0.0644 0.0269 -0.1147 0.055
H -0.47286 0.87828 -3.80162 0.1014 -0.0048 0.0213 0.073
H -1.77626 -0.07224 -3.10669 0.1031 -0.1324 0.0848 0.066
H 0.83625 0.75370 -1.70667 0.0954 -0.0215 0.0373 0.119
H 0.57806 -0.87401 -2.30289 -0.0856 -0.0386 -0.0126 0.111
H -2.28941 -1.14756 -1.17505 0.0445 0.0909 -0.0557 0.104
H -1.73578 -1.36327 0.48122 -0.0479 -0.0314 -0.0928 0.094
H -0.41455 -2.70030 -1.94389 0.0134 -0.0732 0.0348 0.060
H -1.48863 -3.48589 -0.78172 -0.1028 0.0354 0.0101 0.074
H 0.09666 -2.85795 -0.26767 -0.2080 -0.0284 -0.2126 0.055
C 2.70871 -5.81918 -4.38779 -0.0898 0.0197 -0.0958 -0.083
C 1.82117 -4.93372 -3.52857 0.1452 -0.0536 0.2207 -0.268
O 0.94694 -4.09923 -4.27064 -0.0535 0.1215 -0.1625 -0.161
C 0.01488 -4.74822 -5.10457 0.0207 0.0060 0.0306 -0.296
C -0.93807 -5.67870 -4.37046 0.0002 0.0061 0.0502 -0.081
H 3.30368 -5.21255 -5.07199 0.0250 0.0045 -0.0135 0.077
H 3.38588 -6.38604 -3.74856 0.0167 0.0261 0.0265 0.077
H 2.13407 -6.53457 -4.98031 -0.0007 -0.0393 0.0144 0.058
H 2.43533 -4.25224 -2.94197 -0.0985 0.0164 0.0760 0.114
H 1.25675 -5.53858 -2.81046 0.0091 0.0273 -0.0119 0.114
H 0.52204 -5.28788 -5.91569 0.0149 -0.0393 0.0189 0.102
H -0.55090 -3.93880 -5.56826 -0.0225 0.0031 -0.0285 0.114
H -0.41575 -6.51317 -3.90146 0.0070 -0.0073 -0.0278 0.065
H -1.66564 -6.09289 -5.07108 -0.0212 0.0116 -0.0198 0.069
H -1.47300 -5.13488 -3.59093 0.0131 0.0003 0.0153 0.076
C -2.29032 2.33996 0.49099 -0.0261 0.1057 0.1160 -0.057
C -1.14264 3.13536 -0.10962 0.0065 -0.1812 -0.1897 -0.275
O -0.75246 4.27407 0.64236 -0.0323 0.0225 0.1257 -0.176
C -0.31454 3.98583 1.96835 -0.0231 -0.1044 0.1229 -0.270
C 0.81916 2.97695 2.05955 -0.0449 0.1452 -0.1574 -0.075
H -3.17649 2.96549 0.62014 -0.0174 0.0149 -0.0267 0.066
H -2.54213 1.51045 -0.17044 0.0301 -0.0031 0.0059 0.070
H -2.02389 1.91409 1.45920 0.0218 -0.0503 -0.0604 0.058
H -1.44095 3.52658 -1.08563 -0.0023 0.0703 0.0231 0.111
H -0.28466 2.47734 -0.27859 -0.0228 -0.0151 0.0427 0.102
H -1.16477 3.64258 2.57249 -0.0155 -0.0011 -0.0168 0.105
H -0.01052 4.95312 2.37216 0.0542 -0.0042 -0.0085 0.111
H 0.53598 2.00049 1.66967 0.0025 -0.0380 0.0329 0.052
H 1.11499 2.83296 3.09980 -0.0134 0.0437 0.0230 0.087
H 1.69176 3.31271 1.49956 0.0278 -0.0105 -0.0066 0.082
C -4.33815 6.97641 0.64358 -0.0918 -0.0084 -0.0612 -0.077
C -3.71954 5.88357 -0.21223 0.0652 0.0469 0.0552 -0.269
O -4.67060 5.00995 -0.80326 0.0113 -0.0576 0.0394 -0.160
C -5.60354 5.60267 -1.67837 -0.0558 0.0118 -0.0219 -0.292
C -4.98258 6.29129 -2.88356 0.0585 -0.0181 0.0128 -0.083
H -4.95047 6.53953 1.43385 0.0110 -0.0016 0.0189 0.080
H -3.54761 7.57018 1.10307 0.0181 -0.0154 0.0269 0.077
H -4.96935 7.65412 0.06460 0.0447 0.0243 -0.0116 0.061
H -3.08685 5.24970 0.40544 0.0333 -0.0348 -0.0412 0.097
H -3.06534 6.31598 -0.97722 -0.0334 0.0233 -0.0195 0.114
H -6.25691 6.30155 -1.13973 0.0314 0.0192 0.0031 0.104
H -6.23244 4.77681 -2.01364 -0.0157 0.0023 -0.0041 0.116
H -4.35546 7.13533 -2.59488 -0.0283 0.0235 0.0073 0.064
H -5.76816 6.66958 -3.54003 -0.0133 -0.0166 -0.0081 0.071
H -4.36574 5.58958 -3.44612 0.0061 -0.0006 -0.0027 0.081
```
Positions in Å, forces in eV/Å.

For the total energy, the calculation gives -2528.1080 Eh. The gap between HOMO and LUMO is 3.47 eV. The LUMO energy comes out at 0.12508 Eh. The charge is -2. Its spin multiplicity is 1.